1.
Molecular formula: C17H40GaNP3Se
Method: DFT, the ωB97M-V functional and the def2-TZVPD basis

XYZ file:
```
63
C17H40GaNP3Se | the OMol25 dataset | the ωB97M-V functional and the def2-TZVPD basis
Ga 0.00 0.00 0.00
P 0.24 1.90 1.34
P -2.29 0.35 -0.37
P 2.29 -0.29 -0.36
H -1.49 -3.46 -8.97
C -0.64 -4.12 -8.81
C -0.80 -5.38 -8.42
H -1.79 -5.81 -8.24
C 0.37 3.55 0.51
C -1.10 2.24 2.57
C 1.68 2.05 2.49
C -3.02 -0.75 -1.64
C -3.61 0.18 0.94
C -2.83 2.00 -1.01
C 2.69 -1.56 -1.63
C 3.46 -0.79 0.99
C 3.27 1.13 -1.01
H 0.34 -3.70 -8.99
H 0.05 -6.04 -8.26
H 0.38 4.36 1.24
H -0.47 3.68 -0.17
H 1.28 3.57 -0.09
H -0.82 3.05 3.25
H -1.29 1.34 3.15
H -2.02 2.52 2.05
H 1.62 2.99 3.06
H 2.62 2.04 1.93
H 1.69 1.22 3.19
H -4.11 -0.76 -1.58
H -2.63 -1.76 -1.50
H -2.71 -0.40 -2.63
H -4.44 0.86 0.70
H -3.21 0.45 1.92
H -3.99 -0.84 0.98
H -3.92 2.04 -1.06
H -2.40 2.15 -2.00
H -2.48 2.79 -0.34
H 3.76 -1.79 -1.63
H 2.39 -1.18 -2.61
H 2.12 -2.47 -1.43
H 4.48 -0.80 0.60
H 3.22 -1.78 1.38
H 3.40 -0.07 1.81
H 4.34 0.91 -0.91
H 3.04 2.04 -0.44
H 3.02 1.29 -2.05
C 0.08 0.24 -3.74
C -0.35 -1.10 -3.74
C -0.38 -1.84 -4.92
C 0.00 -1.26 -6.14
C 0.42 0.08 -6.15
C 0.46 0.81 -4.97
Se 0.17 1.36 -2.19
H -0.22 -1.35 -0.91
H -0.64 -1.55 -2.79
H -0.71 -2.87 -4.90
H -0.03 -1.83 -7.06
H 0.72 0.54 -7.08
H 0.79 1.85 -4.99
N -0.14 -1.09 1.58
H -1.03 -0.89 2.09
H 0.66 -0.92 2.22
H -0.14 -2.10 1.32
```

Values from the calculation:
LUMO (spin up / spin down)   -0.383 / -0.505 Eh
Energy   -165327.8283 eV
Total charge   +3
Kohn-Sham gap (spin up / spin down)   5.3 / 2.0 eV
Highest occupied orbital energy (spin up / spin down)   -0.5785 / -0.5790 Ha

These are the Löwdin partial charges, in e, on atoms 1 to 6: -0.473 0.790 0.753 0.750 0.127 0.223


2.
Molecular formula: C8H20N8O16Pb
Method: DFT, the ωB97M-V functional and the def2-TZVPD basis

XYZ file:
```
53
C8H20N8O16Pb | the OMol25 dataset | the ωB97M-V functional and the def2-TZVPD basis
Pb 16.01 4.79 9.26
O 18.64 6.03 5.89
C 17.49 6.44 6.56
O 17.59 6.41 7.83
O 16.55 6.82 5.88
H 18.37 6.29 5.00
O 18.99 2.67 11.98
C 18.08 3.54 11.48
O 16.86 3.43 11.74
O 18.48 4.50 10.76
H 19.79 2.89 11.49
O 15.29 2.27 6.26
C 14.82 3.56 6.08
O 14.66 4.23 7.15
O 14.66 3.97 4.93
H 15.36 2.21 7.23
O 13.56 8.13 10.30
C 13.52 7.65 9.02
O 12.63 8.02 8.25
O 14.44 6.82 8.69
H 14.33 7.65 10.65
C 16.12 0.91 9.10
O 15.70 2.05 8.99
N 17.42 0.54 9.25
N 15.30 -0.18 9.10
H 17.71 -0.23 9.81
H 18.09 1.27 9.05
H 14.31 -0.09 9.19
H 15.69 -1.10 9.04
C 18.69 2.79 7.11
O 17.88 3.41 7.76
N 19.92 2.41 7.60
N 18.32 2.17 5.94
H 20.16 2.76 8.51
H 20.59 1.91 7.05
H 17.34 2.28 5.69
H 18.89 1.48 5.50
C 16.51 7.35 11.86
O 15.61 6.70 11.35
N 16.29 8.51 12.56
N 17.83 6.99 11.85
H 17.01 8.93 13.12
H 15.35 8.75 12.81
H 18.08 6.17 11.30
H 18.47 7.48 12.44
C 13.46 2.90 11.10
O 13.96 3.80 10.48
N 12.11 2.58 11.03
N 14.15 2.17 12.06
H 11.75 2.15 11.86
H 11.53 3.20 10.50
H 15.14 2.43 12.05
H 13.85 1.20 12.02
```

Values from the calculation:
Relative energy (zero: lowest compared OMol25 entry of this formula, charge and spin)   0.0 kcal/mol
LUMO   0.148 Eh
Energy   -58557.7831 eV
Total charge   -2
Kohn-Sham gap   5.3 eV
Highest occupied orbital energy   -0.0482 Ha

These are the Löwdin partial charges, in e, on atoms 1 to 6: 1.716 -0.002 -0.825 -0.164 0.016 0.076